Entry 1:
A single CH5IN2 molecule at a distorted geometry. Source: the Open Molecules 2025 dataset; level of theory: ωB97M-V/def2-TZVPD.

XYZ file:
```
9
Properties=species:S:1:pos:R:3:lowdin_charge:R:1
C 0.53 -0.97 0.05 -0.67
N -1.04 1.08 0.11 -0.02
N -0.65 0.03 -0.69 -0.08
I 2.37 0.11 0.36 0.53
H 0.13 -1.28 1.00 -0.01
H 0.69 -1.78 -0.64 -0.01
H -1.55 0.73 0.92 0.09
H -0.27 1.69 0.42 0.07
H -0.22 0.38 -1.53 0.08
```

Molecular weight: 171.969 g/mol
HOMO level (spin up / spin down): -0.17237 / -0.32897 Ha
Calculated total energy: -12192.8956 eV
F_max: 4.43 eV/A
Charge: 0
2S+1: 3
Energy above the lowest of the compared OMol25 structures with the same formula, charge and spin: 49.0 kcal per mole
Orbital gap (spin up / spin down): 5.54 / 5.54 eV

=====

Entry 2:
A single C4H10N2O molecule at a distorted geometry. Source: the Open Molecules 2025 dataset; level of theory: ωB97M-V/def2-TZVPD.

XYZ file:
```
17
Properties=species:S:1:pos:R:3:lowdin_charge:R:1
O 1.24 0.28 1.49 0.08
C 0.33 0.30 0.69 -0.53
N -0.68 -0.65 0.68 0.03
C -0.55 -1.58 -0.49 -0.27
N 0.76 -1.85 -1.07 0.01
C 0.12 1.32 -0.46 -0.19
C -1.13 2.17 -0.46 -0.11
H -0.56 -1.14 1.58 0.13
H -0.96 -2.65 -0.11 0.16
H -1.20 -1.25 -1.24 0.08
H 1.17 -1.13 -1.66 0.06
H 1.45 -1.88 -0.33 0.07
H 0.34 0.78 -1.46 0.13
H 1.06 1.90 -0.34 0.12
H -1.22 2.95 0.38 0.10
H -1.10 2.80 -1.36 0.07
H -2.10 1.64 -0.58 0.08
```

Structure (SMILES): CCC(=O)NCN
Molecular weight: 102.137 g/mol
HOMO level: -0.35531 Ha
Calculated total energy: -9337.2121 eV
F_max: 3.23 eV/A
Charge: 0
Energy above the lowest of the compared OMol25 structures with the same formula, charge and spin: 40.9 kcal per mole
Orbital gap: 10.58 eV

=====

Entry 3:
A gas-phase ion, H3NOP (charge -1) at a distorted geometry. Source: the Open Molecules 2025 dataset; level of theory: ωB97M-V/def2-TZVPD.

XYZ file:
```
6
Properties=species:S:1:pos:R:3:lowdin_charge:R:1
N -2.09 -0.36 0.00 -0.02
O -0.71 -0.88 -0.18 -0.82
P 0.84 -0.85 0.05 0.37
H -2.37 -1.31 0.30 -0.06
H 0.99 -0.50 1.58 -0.18
H 1.27 0.40 -0.31 -0.29
```

Molecular weight: 64.004 g/mol
HOMO level (spin up / spin down): 0.04438 / -0.12727 Ha
Calculated total energy: -12869.1574 eV
F_max: 5.96 eV/A
Charge: -1
2S+1: 3
Energy above the lowest of the compared OMol25 structures with the same formula, charge and spin: 7.4 kcal per mole
Orbital gap (spin up / spin down): 3.73 / 7.94 eV

=====

Entry 4:
A molecular structure, C60H56InN6O4P2S2Te at a distorted geometry. Source: the Open Molecules 2025 dataset; level of theory: ωB97M-V/def2-TZVPD.

XYZ file:
```
132
Properties=species:S:1:pos:R:3:lowdin_charge:R:1
In -1.03 1.51 -1.43 0.52
C -0.58 -5.77 3.07 -0.07
O -0.11 -6.51 1.96 -0.08
C -0.65 -6.26 0.75 -0.34
C -0.13 -6.99 -0.32 0.00
C -0.62 -6.81 -1.60 -0.01
C -1.61 -5.85 -1.85 -0.28
C -2.13 -5.13 -0.78 -0.01
C -1.67 -5.34 0.51 -0.02
N -2.15 -5.81 -3.15 0.07
N -2.72 -4.83 -3.65 0.07
C -2.69 -3.51 -3.17 -0.26
C -3.88 -2.80 -3.19 0.00
C -3.96 -1.47 -2.80 0.00
C -2.84 -0.76 -2.40 -0.37
O -2.87 0.48 -2.02 -0.20
C -1.58 -1.44 -2.49 -0.15
N -0.48 -0.69 -2.26 0.04
C 0.71 -1.21 -2.39 -0.16
C 0.91 -2.55 -2.74 -0.03
C -0.19 -3.34 -2.97 0.02
C -1.49 -2.81 -2.86 -0.09
H 0.01 -6.10 3.92 0.10
H -1.64 -5.96 3.26 0.10
H -0.43 -4.69 2.92 0.08
H 0.65 -7.71 -0.13 0.13
H -0.22 -7.39 -2.43 0.12
H -2.93 -4.43 -0.95 0.10
H -2.11 -4.78 1.33 0.10
H -4.77 -3.33 -3.48 0.12
H -4.92 -0.96 -2.80 0.12
H 1.55 -0.54 -2.22 0.10
H 1.91 -2.95 -2.82 0.12
H -0.05 -4.37 -3.27 0.12
O 4.38 6.51 -1.56 -0.04
C 3.71 6.22 -0.36 -0.20
C 2.69 5.15 -0.58 -0.16
C 1.75 4.84 0.39 0.02
C 0.88 3.80 0.16 -0.18
N 0.87 3.09 -0.96 0.03
C 1.72 3.42 -1.93 -0.18
C 2.66 4.43 -1.77 0.08
C 1.51 2.74 -3.23 -0.17
C 2.34 2.96 -4.32 0.07
C 2.01 2.43 -5.57 -0.16
C 2.92 2.70 -6.74 -0.20
O 4.28 2.54 -6.41 -0.04
C 0.84 1.69 -5.67 0.02
C 0.08 1.49 -4.53 -0.09
N 0.41 1.99 -3.35 0.06
H 5.04 7.19 -1.41 0.10
H 3.21 7.11 0.04 0.14
H 4.41 5.86 0.41 0.14
H 1.70 5.41 1.31 0.13
H 0.13 3.52 0.90 0.04
H 3.35 4.70 -2.55 0.12
H 3.23 3.56 -4.24 0.13
H 2.81 3.75 -7.02 0.14
H 2.63 2.09 -7.60 0.13
H 4.49 1.61 -6.35 0.10
H 0.52 1.28 -6.62 0.13
H -0.84 0.91 -4.57 0.13
C 2.20 -2.69 6.07 -0.40
S 2.12 -0.89 5.89 0.81
C 0.32 -0.69 5.74 -0.47
C -0.17 -0.74 4.29 -0.24
C 0.40 0.44 3.50 -0.28
N -0.05 0.47 2.11 -0.45
P 0.97 -0.01 0.83 1.02
C 1.46 -1.72 1.31 -0.33
C 2.49 -1.96 2.22 -0.09
C 2.87 -3.26 2.52 -0.07
C 2.26 -4.33 1.89 -0.05
C 1.23 -4.10 0.98 -0.07
C 0.82 -2.80 0.71 -0.09
C 2.63 0.75 1.07 -0.37
C 3.61 0.31 0.18 -0.11
C 4.90 0.79 0.25 -0.07
C 5.24 1.72 1.23 -0.08
C 4.27 2.17 2.11 -0.07
C 2.96 1.70 2.02 -0.10
P -1.40 1.41 1.56 0.96
C -2.08 2.11 3.11 -0.35
C -2.94 1.38 3.93 -0.09
C -3.46 1.96 5.08 -0.06
C -3.14 3.27 5.40 -0.06
C -2.29 4.00 4.59 -0.07
C -1.77 3.43 3.44 -0.09
C -2.69 0.17 1.24 -0.40
C -3.96 0.65 0.93 -0.11
C -4.98 -0.22 0.59 -0.05
C -4.73 -1.59 0.55 -0.07
C -3.47 -2.07 0.86 -0.06
C -2.44 -1.20 1.19 -0.08
H 3.25 -2.95 6.22 0.03
H 1.82 -3.18 5.18 0.01
H 1.63 -2.99 6.95 0.04
H 0.09 0.29 6.17 0.07
H -0.14 -1.46 6.35 0.08
H -1.26 -0.69 4.28 0.10
H 0.14 -1.68 3.82 0.10
H 1.49 0.36 3.53 0.05
H 0.11 1.36 4.00 0.11
H 3.02 -1.14 2.69 0.10
H 3.67 -3.43 3.23 0.11
H 2.58 -5.34 2.10 0.12
H 0.76 -4.93 0.47 0.08
H 0.01 -2.63 0.01 0.09
H 3.36 -0.45 -0.56 0.10
H 5.65 0.43 -0.44 0.11
H 6.26 2.08 1.30 0.11
H 4.52 2.89 2.87 0.11
H 2.22 2.08 2.71 0.10
H -3.21 0.37 3.67 0.11
H -4.13 1.39 5.71 0.11
H -3.56 3.72 6.29 0.11
H -2.05 5.03 4.84 0.11
H -1.12 4.01 2.79 0.09
H -4.15 1.72 0.97 0.09
H -5.96 0.16 0.34 0.12
H -5.52 -2.27 0.29 0.11
H -3.29 -3.14 0.85 0.08
H -1.46 -1.57 1.45 0.08
Te -2.56 3.78 -1.12 0.93
C -2.55 4.39 -3.12 -1.03
C -3.28 3.86 -4.14 -0.25
C -3.12 4.55 -5.36 -0.19
C -2.27 5.61 -5.25 -0.42
S -1.65 5.76 -3.66 0.92
H -3.90 2.98 -4.00 0.10
H -3.63 4.29 -6.28 0.10
H -1.98 6.33 -6.00 0.06
```

Molecular weight: 1293.646 g/mol
HOMO level: -0.33678 Ha
Calculated total energy: -132969.9928 eV
F_max: 1.30 eV/A
Charge: +1
Energy above the lowest of the compared OMol25 structures with the same formula, charge and spin: 33.5 kcal per mole
Orbital gap: 6.31 eV

=====

Entry 5:
A molecular structure, C26H48AsCl3MoN2O10P2S3Si. Source: the Open Molecules 2025 dataset; level of theory: ωB97M-V/def2-TZVPD.

XYZ file:
```
97
Properties=species:S:1:pos:R:3:lowdin_charge:R:1
Mo 1.65 -0.48 0.34 1.25
C -4.81 -2.55 -0.03 -0.03
C -3.36 -2.10 -0.04 -0.42
C -3.01 -1.16 1.09 -0.05
O -3.15 -1.38 -1.31 -0.20
P -1.92 -1.68 -2.26 0.44
O -0.78 -2.40 -1.71 -0.26
C -1.58 -0.01 -2.87 -0.22
P -0.92 1.15 -1.66 0.48
O 0.09 0.53 -0.78 -0.36
O -2.12 1.67 -0.79 -0.15
C -3.11 2.59 -1.32 -0.44
C -2.88 3.94 -0.66 -0.03
C -4.48 2.02 -1.04 -0.03
O -0.52 2.42 -2.46 -0.16
C 0.25 2.83 -3.65 -0.38
C -0.28 2.15 -4.89 -0.05
C 1.73 2.64 -3.44 -0.03
O -2.51 -2.41 -3.54 -0.17
C -3.76 -2.03 -4.17 -0.46
C -3.44 -1.47 -5.54 -0.04
C -4.64 -3.26 -4.22 -0.03
H -5.01 -3.08 0.90 0.09
H -5.03 -3.22 -0.86 0.07
H -5.47 -1.68 -0.08 0.09
H -2.70 -2.96 -0.04 0.11
H -3.68 -0.30 1.09 0.08
H -1.99 -0.79 1.01 0.06
H -3.12 -1.68 2.04 0.08
H -2.51 0.41 -3.24 0.08
H -0.87 -0.10 -3.69 0.03
H -2.96 2.69 -2.40 0.13
H -2.99 3.85 0.42 0.09
H -3.60 4.67 -1.03 0.09
H -1.87 4.30 -0.88 0.08
H -4.68 2.01 0.03 0.09
H -4.56 1.00 -1.42 0.07
H -5.24 2.64 -1.52 0.09
H 0.01 3.90 -3.69 0.15
H 0.04 1.11 -4.94 0.06
H 0.12 2.66 -5.76 0.09
H -1.37 2.20 -4.94 0.08
H 1.99 1.59 -3.38 0.03
H 2.08 3.14 -2.54 0.06
H 2.24 3.08 -4.30 0.10
H -4.25 -1.27 -3.55 0.13
H -2.93 -2.22 -6.14 0.09
H -2.80 -0.59 -5.47 0.07
H -4.36 -1.19 -6.06 0.09
H -4.15 -4.04 -4.81 0.09
H -5.60 -3.02 -4.69 0.09
H -4.82 -3.65 -3.22 0.07
C 3.63 4.21 7.32 -0.05
C 2.95 3.40 6.26 -0.27
C 3.61 2.35 5.63 -0.03
C 2.97 1.58 4.66 -0.05
C 1.66 1.88 4.32 -0.30
C 0.98 2.92 4.93 -0.04
C 1.63 3.67 5.90 -0.03
S 0.83 0.86 3.14 0.55
O 0.86 -0.49 3.63 -0.33
O -0.44 1.47 2.86 -0.31
N 1.80 0.96 1.83 -0.40
C 2.13 2.32 1.41 -0.17
C 2.66 2.28 -0.01 -0.61
O 3.00 3.30 -0.57 0.06
O 2.72 1.08 -0.53 -0.32
H 4.71 4.04 7.32 0.07
H 3.26 3.94 8.31 0.08
H 3.45 5.27 7.19 0.08
H 4.64 2.13 5.89 0.11
H 3.48 0.76 4.17 0.11
H -0.03 3.14 4.64 0.11
H 1.11 4.49 6.38 0.12
H 2.91 2.74 2.04 0.13
H 1.26 2.99 1.44 0.13
C 4.65 -3.86 3.31 -0.27
As 3.85 -3.48 1.61 0.76
C 5.18 -4.04 0.33 -0.28
C 2.33 -4.65 1.55 -0.27
S 3.58 -1.37 1.64 0.24
H 4.90 -4.93 3.38 0.04
H 3.95 -3.59 4.10 0.04
H 5.56 -3.27 3.42 0.04
H 5.03 -5.09 0.09 0.04
H 6.15 -3.89 0.80 0.04
H 5.10 -3.44 -0.57 -0.04
H 2.70 -5.61 1.18 0.05
H 1.56 -4.28 0.89 -0.02
H 1.96 -4.74 2.57 0.03
Cl 4.67 -0.93 -2.05 0.22
Si 2.68 -1.46 -1.77 -0.61
Cl 2.73 -3.56 -1.85 0.22
Cl 1.79 -1.04 -3.62 0.27
S -0.97 -3.87 2.29 0.72
C -0.10 -2.74 1.61 -0.91
N 0.57 -1.92 1.07 -0.14
```

Molecular weight: 1012.130 g/mol
HOMO level (spin up / spin down): -0.28609 / -0.31745 Ha
Calculated total energy: -210430.9648 eV
F_max: 0.88 eV/A
Charge: 0
2S+1: 3
Energy above the lowest of the compared OMol25 structures with the same formula, charge and spin: 13.0 kcal per mole
Orbital gap (spin up / spin down): 6.42 / 7.97 eV